DFT (ωB97M-V/def2-TZVPD) results for a structure of composition C22H62KN7O5P.

Output
- ⟨S²⟩ = 0.7602
- max |F| (hartree/bohr) = 0.044
- Kohn-Sham gap (spin up / spin down) (Eh) = 0.322 / 0.118
- lowest unoccupied orbital energy (spin up / spin down) (eV) = -4.4 / -9.9

```
! wB97M-V def2-TZVPD RIJCOSX def2/J DEFGRID3
* xyz 2 2
K 21.431 -13.450 13.165
O 20.356 -12.855 15.678
P 19.820 -12.253 16.948
N 19.965 -13.217 18.354
C 20.091 -12.656 19.744
C 19.983 -14.677 18.204
N 18.173 -11.821 16.963
C 17.431 -11.558 18.230
C 17.497 -11.350 15.690
N 20.714 -10.820 17.327
C 22.070 -10.942 17.835
C 20.442 -9.588 16.560
H 21.118 -12.694 20.109
H 19.576 -13.328 20.430
H 19.646 -11.661 19.740
H 20.638 -15.008 19.010
H 20.495 -14.916 17.272
H 18.997 -15.042 18.494
H 17.978 -10.943 18.944
H 16.549 -11.010 17.898
H 17.129 -12.500 18.688
H 16.419 -11.231 15.802
H 17.896 -10.406 15.318
H 17.591 -12.173 14.981
H 22.746 -10.151 17.510
H 21.951 -10.809 18.911
H 22.569 -11.909 17.776
H 21.044 -9.519 15.654
H 20.772 -8.696 17.093
H 19.416 -9.348 16.282
C 24.323 -11.734 13.622
C 23.276 -10.623 13.933
C 23.817 -9.170 13.760
O 24.763 -8.811 14.792
C 25.319 -7.484 14.650
N 22.155 -10.831 13.007
H 25.301 -11.510 14.048
H 24.407 -11.672 12.537
H 23.942 -12.722 13.880
H 22.923 -10.719 14.959
H 23.022 -8.427 13.704
H 24.366 -9.089 12.822
H 25.899 -7.228 13.763
H 26.056 -7.317 15.435
H 24.535 -6.777 14.922
H 21.434 -10.125 12.976
H 22.569 -10.636 12.106
C 19.042 -11.330 11.522
C 18.061 -11.211 10.331
C 18.428 -12.247 9.240
O 17.688 -11.841 8.089
C 17.848 -12.681 6.956
N 16.731 -11.504 10.755
H 19.262 -12.369 11.769
H 18.742 -10.916 12.484
H 19.933 -10.805 11.178
H 18.188 -10.198 9.950
H 18.237 -13.298 9.456
H 19.496 -12.265 9.021
H 18.852 -12.549 6.554
H 17.094 -12.421 6.213
H 17.616 -13.725 7.166
H 16.187 -11.539 9.906
H 16.759 -12.418 11.183
C 22.387 -15.875 10.637
C 22.395 -14.678 9.787
C 21.900 -15.084 8.421
O 21.667 -13.962 7.574
C 21.224 -14.312 6.220
N 21.477 -13.675 10.322
H 21.386 -16.299 10.723
H 22.745 -15.673 11.647
H 22.847 -16.711 10.111
H 23.403 -14.298 9.617
H 21.052 -15.768 8.456
H 22.708 -15.690 8.008
H 20.393 -15.003 6.076
H 22.014 -14.720 5.588
H 20.987 -13.426 5.631
H 21.432 -13.087 9.502
H 20.540 -14.040 10.236
C 23.624 -14.493 16.490
C 24.176 -15.307 15.287
C 24.881 -16.634 15.655
O 25.864 -16.447 16.659
C 26.511 -17.665 17.080
N 22.968 -15.549 14.430
H 24.408 -14.495 17.247
H 22.807 -15.021 16.982
H 23.366 -13.476 16.195
H 24.857 -14.581 14.844
H 25.323 -17.080 14.764
H 24.156 -17.419 15.868
H 27.133 -18.094 16.295
H 25.826 -18.500 17.224
H 27.001 -17.677 18.054
H 22.273 -16.065 14.952
H 23.242 -16.245 13.752
*
```